{"formula": "C48H35Cl2CuNO4P2S", "method": "ωB97M-V with the def2-TZVPD basis set", "homo_lumo_gap_ha": [0.24904, 0.18758], "s2": 0.76, "multiplicity": 2, "e_above_lowest_kj_mol": 217.88, "homo_ev": [-7.16, -7.04], "elements": ["Cu", "Cl", "C", "C", "C", "Cl", "C", "O", "C", "C", "O", "C", "H", "H", "H", "O", "C", "C", "C", "C", "C", "C", "P", "C", "C", "C", "C", "C", "C", "C", "C", "C", "C", "C", "C", "C", "C", "C", "C", "C", "C", "P", "C", "C", "C", "C", "C", "C", "C", "C", "C", "C", "C", "C", "H", "H", "H", "H", "H", "H", "H", "H", "H", "H", "H", "H", "H", "H", "H", "H", "H", "H", "H", "H", "H", "H", "H", "H", "H", "H", "H", "H", "O", "N", "C", "C", "C", "C", "C", "S", "H", "H", "H", "H"], "positions_angstrom": [[-2.184644, -0.307268, 0.329181], [-9.385648, -0.038646, -0.565322], [-7.694547, 0.187359, -0.246322], [-7.260128, 1.399569, 0.304127], [-5.929101, 1.596772, 0.549619], [-5.410727, 3.093220, 1.235542], [-4.928639, 0.608052, 0.276894], [-3.698080, 0.856501, 0.566032], [-5.419378, -0.601356, -0.294581], [-4.538465, -1.663478, -0.668212], [-3.309492, -1.665742, -0.657803], [-6.794325, -0.793204, -0.534557], [-7.972021, 2.181799, 0.527175], [-5.032295, -2.583387, -1.019385], [-7.128782, -1.727459, -0.968517], [2.621720, 1.502946, 0.833810], [3.889924, 0.918389, 0.746405], [5.027780, 1.538100, 1.255597], [6.262921, 0.923733, 1.129852], [6.371228, -0.316086, 0.526649], [5.230192, -0.968380, 0.095614], [3.977026, -0.367027, 0.195685], [2.391540, -1.267818, -0.080566], [2.332803, -1.485013, -1.900784], [1.147609, -1.981957, -2.445029], [1.047438, -2.233759, -3.804938], [2.125617, -1.981101, -4.640275], [3.295158, -1.450486, -4.113908], [3.398135, -1.195164, -2.753204], [3.037252, -2.903310, 0.466260], [3.289727, -3.033610, 1.833027], [3.727235, -4.235464, 2.363384], [3.928286, -5.324990, 1.524667], [3.697139, -5.199660, 0.164561], [3.240286, -3.998120, -0.364599], [2.327424, 2.634057, 0.086958], [3.253288, 3.650973, -0.156388], [2.882480, 4.804969, -0.821126], [1.590975, 4.960753, -1.279149], [0.683942, 3.937264, -1.098162], [1.019259, 2.765693, -0.420134], [-0.353345, 1.524536, -0.148661], [-1.206785, 2.526576, 1.136536], [-1.081769, 1.988732, 2.416698], [-1.548690, 2.674774, 3.528198], [-2.139376, 3.916322, 3.363061], [-2.262682, 4.459970, 2.091813], [-1.804350, 3.773042, 0.979780], [-1.174782, 1.796388, -1.765089], [-0.404559, 1.504376, -2.894386], [-0.938891, 1.646535, -4.162643], [-2.254801, 2.065417, -4.318520], [-3.033296, 2.327354, -3.202921], [-2.499663, 2.193418, -1.926577], [4.952283, 2.469314, 1.792459], [7.143244, 1.414781, 1.524219], [7.338600, -0.791023, 0.425246], [5.302596, -1.965609, -0.319783], [0.304557, -2.190075, -1.795905], [0.124156, -2.632723, -4.205535], [2.054504, -2.187661, -5.700683], [4.137234, -1.238608, -4.761265], [4.311783, -0.772229, -2.359400], [3.143635, -2.176630, 2.483299], [3.906583, -4.317707, 3.428027], [4.259525, -6.272223, 1.931142], [3.858410, -6.045761, -0.491527], [3.038909, -3.919041, -1.425456], [4.268951, 3.557031, 0.167455], [3.614359, 5.587037, -0.976972], [1.286986, 5.872544, -1.776499], [-0.313073, 4.044938, -1.500510], [-0.596740, 1.025074, 2.521812], [-1.439739, 2.244947, 4.515910], [-2.505718, 4.465164, 4.221112], [-2.718953, 5.433827, 1.962624], [-1.927464, 4.215594, 0.001389], [0.622251, 1.175364, -2.771075], [-0.330827, 1.433567, -5.032413], [-2.669899, 2.185918, -5.310919], [-4.062055, 2.643901, -3.322546], [-3.107638, 2.407194, -1.058753], [-0.906699, -1.476563, 1.126958], [-1.285389, -2.343836, 2.078977], [-1.231204, -1.898771, 3.362393], [-1.505417, -2.703559, 4.418223], [-1.844549, -4.049522, 4.169599], [-1.873971, -4.504796, 2.887049], [-1.597316, -3.661166, 1.771262], [-1.621948, -4.229101, 0.201207], [-0.932956, -0.867500, 3.465473], [-1.447610, -2.313853, 5.423421], [-2.058260, -4.717525, 4.993492], [-2.098247, -5.535820, 2.661128]], "forces_ev_per_a": [[0.1, -1.0, 0.5], [0.0, 0.0, 0.0], [-0.1, 0.0, 0.0], [0.1, -0.1, -0.1], [0.2, -0.1, 0.0], [0.1, 0.1, 0.0], [-0.2, 0.0, 0.0], [0.1, -0.1, -0.1], [0.1, 0.3, 0.2], [-0.2, -0.2, -0.2], [0.4, 0.3, 0.2], [0.0, -0.1, 0.0], [0.0, 0.0, 0.0], [0.1, 0.0, -0.1], [0.0, 0.0, 0.0], [0.2, 0.2, -0.2], [0.1, -0.1, -0.2], [-0.2, 0.0, 0.1], [0.0, 0.1, 0.1], [0.1, -0.2, -0.1], [0.0, 0.1, -0.1], [-0.4, 0.4, 0.2], [0.0, -0.2, 0.0], [0.2, 0.1, 0.0], [0.0, 0.0, 0.1], [0.0, 0.0, 0.0], [0.0, 0.0, 0.0], [0.0, 0.1, 0.0], [-0.1, -0.1, -0.1], [-0.2, 0.0, -0.1], [0.0, 0.0, 0.0], [0.0, 0.1, 0.0], [0.1, -0.1, 0.0], [-0.1, 0.0, 0.0], [0.0, 0.0, 0.0], [-0.3, -0.1, -0.2], [-0.2, -0.2, 0.0], [0.1, 0.0, 0.0], [-0.2, 0.2, -0.1], [0.0, -0.1, 0.1], [0.6, -0.5, 0.3], [0.0, 0.9, -0.1], [0.0, -0.2, 0.0], [-0.1, 0.0, -0.1], [0.0, 0.0, 0.0], [0.0, 0.0, 0.1], [0.0, 0.1, -0.1], [-0.1, 0.0, 0.1], [-0.2, 0.0, 0.0], [0.0, -0.1, 0.0], [0.0, 0.0, 0.0], [0.0, 0.0, 0.0], [0.0, 0.0, 0.0], [0.1, 0.1, 0.0], [-0.1, 0.1, 0.0], [0.0, 0.0, 0.0], [0.0, 0.0, 0.0], [0.0, 0.0, 0.0], [-0.1, 0.0, 0.1], [0.0, 0.0, 0.0], [0.0, 0.0, 0.0], [0.0, 0.0, 0.0], [0.0, 0.0, 0.0], [0.0, 0.0, 0.0], [0.0, 0.0, 0.0], [0.0, 0.0, 0.0], [0.0, 0.0, 0.0], [0.0, 0.0, 0.0], [0.2, -0.1, 0.1], [0.0, 0.0, 0.0], [0.0, 0.0, -0.1], [0.0, 0.0, 0.0], [0.0, 0.0, 0.1], [0.0, 0.0, 0.0], [0.0, 0.0, 0.0], [0.0, 0.0, 0.0], [0.0, 0.0, 0.0], [0.0, 0.0, -0.1], [0.0, 0.0, 0.0], [0.0, 0.0, 0.0], [0.0, 0.0, 0.0], [0.0, 0.0, 0.0], [0.0, 0.3, -0.3], [-0.3, -0.4, 0.2], [0.0, 0.1, 0.1], [0.0, 0.1, 0.1], [0.0, -0.1, -0.2], [0.0, 0.1, 0.5], [0.2, 0.1, -0.7], [0.1, 0.1, 0.0], [0.0, 0.0, 0.0], [0.0, 0.1, 0.0], [0.0, 0.0, 0.0], [0.0, 0.0, -0.1]], "mulliken_spin": [0.64, 0.00, 0.01, 0.00, 0.00, 0.00, -0.01, 0.05, 0.00, 0.00, 0.06, 0.00, 0.00, 0.00, 0.00, 0.00, 0.00, 0.00, 0.00, 0.00, 0.00, 0.00, 0.02, 0.00, 0.00, 0.00, 0.00, 0.00, 0.00, 0.00, 0.00, 0.00, 0.00, 0.00, 0.00, -0.01, 0.00, 0.00, 0.00, 0.01, 0.01, 0.03, -0.02, 0.00, 0.00, 0.00, 0.00, 0.00, 0.01, 0.00, 0.00, 0.00, 0.00, -0.01, 0.00, 0.00, 0.00, 0.00, 0.00, 0.00, 0.00, 0.00, 0.00, 0.00, 0.00, 0.00, 0.00, 0.00, 0.00, 0.00, 0.00, 0.00, 0.00, 0.00, 0.00, 0.00, 0.00, 0.00, 0.00, 0.00, 0.00, 0.00, 0.13, 0.01, -0.01, 0.01, 0.00, 0.01, -0.01, 0.06, 0.00, 0.00, 0.00, 0.00]}